Entry 1:
{"formula": "C18H43NNaO4", "method": "wB97M-V/def2-TZVPD", "e_lumo_ev": [-0.2, -0.1], "spin_multiplicity": 2, "charge": 0, "s_squared": 0.751, "species": ["Na", "C", "C", "C", "O", "H", "H", "H", "H", "H", "H", "H", "H", "C", "C", "C", "O", "H", "H", "H", "H", "H", "H", "H", "H", "C", "C", "C", "O", "H", "H", "H", "H", "H", "H", "H", "H", "C", "C", "C", "C", "C", "C", "N", "O", "C", "C", "C", "H", "H", "H", "H", "H", "H", "H", "H", "H", "H", "H", "H", "H", "H", "H", "H", "H", "H", "H"], "positions_angstrom": [[0.7798, -0.2895, 0.2277], [0.0124, -3.6134, -1.3335], [-0.2220, -2.5608, -2.3340], [-1.6799, -2.0898, -2.4466], [0.5634, -1.4875, -1.9136], [-0.3645, -4.5778, -1.6740], [-0.5156, -3.4562, -0.3929], [1.0794, -3.7680, -1.1737], [0.1483, -2.7467, -3.3422], [-2.3485, -2.9021, -2.7315], [-1.6306, -1.3502, -3.2458], [-2.0648, -1.6415, -1.5307], [0.8374, -0.9635, -2.6698], [3.4463, -3.7872, 0.1850], [3.5647, -2.5106, 1.0902], [4.3170, -1.4540, 0.2948], [2.2682, -1.9620, 1.2954], [2.7739, -4.4611, 0.7159], [4.3690, -4.3540, 0.0609], [3.1582, -3.6359, -0.8553], [4.0442, -2.9223, 1.9783], [5.3547, -1.7390, 0.1217], [4.3881, -0.4983, 0.8142], [3.9197, -1.2007, -0.6882], [1.8062, -2.6895, 1.7185], [4.5994, 3.0753, 0.4041], [3.2263, 2.4649, -0.1105], [3.4480, 1.6674, -1.3735], [2.4296, 1.6468, 0.7571], [4.3613, 3.8485, 1.1346], [5.1876, 3.4329, -0.4410], [5.1454, 2.2321, 0.8273], [2.4877, 3.2344, -0.3350], [4.3547, 1.0865, -1.2046], [3.7221, 2.4059, -2.1269], [2.5637, 1.1506, -1.7463], [2.2206, 2.1573, 1.5427], [-1.1351, 2.2688, -1.2654], [-2.2638, 1.9276, -0.2389], [-3.3712, 1.2562, -1.0720], [-4.4877, 0.6715, -0.2018], [-3.9599, -0.3628, 0.8241], [-2.7488, 0.2139, 1.7010], [-1.7764, 0.9274, 0.7774], [-0.6245, 1.2821, 1.4733], [-3.2680, 1.1170, 2.7613], [-2.0711, -1.0772, 2.2855], [-2.7388, 3.3114, 0.3209], [-0.6076, 1.4339, -1.7267], [-1.4752, 2.9400, -2.0540], [-0.3219, 2.7877, -0.7580], [-3.9049, 2.0118, -1.6484], [-2.9604, 0.5928, -1.8330], [-4.9371, 1.4716, 0.3864], [-5.2691, 0.2815, -0.8541], [-3.6545, -1.2928, 0.3445], [-4.7726, -0.6288, 1.5000], [-4.0904, 0.7272, 3.3611], [-3.7712, 2.0313, 2.4467], [-2.3750, 1.3841, 3.3264], [-2.8120, -1.7169, 2.7652], [-1.3558, -0.8352, 3.0715], [-1.5119, -1.6480, 1.5442], [-3.8054, 3.4662, 0.4840], [-2.2468, 3.5477, 1.2644], [-2.5188, 4.0910, -0.4084], [-0.9156, 2.0781, 1.9242]]}

***

Entry 2:
{"formula": "C18H44BeN2O6", "method": "wB97M-V/def2-TZVPD", "e_above_lowest_kcal_mol": 40.5, "e_lumo_ev": 0.8, "charge": 0, "species": ["Be", "C", "C", "C", "O", "H", "H", "H", "H", "H", "H", "H", "C", "C", "C", "O", "H", "H", "H", "H", "H", "H", "H", "C", "O", "C", "C", "N", "C", "C", "O", "C", "H", "H", "H", "H", "H", "H", "H", "H", "H", "H", "H", "H", "H", "H", "H", "C", "O", "C", "C", "N", "C", "C", "O", "C", "H", "H", "H", "H", "H", "H", "H", "H", "H", "H", "H", "H", "H", "H", "H"], "positions_angstrom": [[0.0969, 0.2646, 0.2499], [1.2673, 2.2413, -2.2197], [0.7526, 2.9507, -0.9254], [-0.4333, 3.8077, -1.1457], [0.5723, 1.9947, 0.1033], [2.1673, 1.7062, -1.9168], [1.4794, 2.9693, -3.0028], [0.6907, 1.3757, -2.5458], [1.5821, 3.6122, -0.6753], [-0.7065, 4.3760, -0.2566], [-1.2596, 3.1651, -1.4497], [-0.2183, 4.5801, -1.8841], [1.4131, -2.9214, 1.2047], [-0.0321, -2.5070, 1.4324], [-0.4673, -2.6299, 2.8868], [-0.2356, -1.1926, 0.8423], [1.4723, -4.0095, 1.1806], [2.1742, -2.5924, 1.9123], [1.7723, -2.7442, 0.1910], [-0.7785, -3.1029, 0.9071], [-0.0325, -1.8958, 3.5651], [-0.1972, -3.6163, 3.2641], [-1.5470, -2.5443, 3.0097], [-2.9154, -0.9881, -0.0019], [-2.0403, 0.0147, -0.4863], [-2.4363, 1.3699, -0.1692], [-2.3270, 1.6486, 1.3494], [-0.9029, 1.5875, 1.6939], [-0.7050, 0.7939, 2.9121], [0.7372, 0.6273, 3.2418], [1.5136, 0.2954, 2.2083], [2.7886, -0.2495, 2.6434], [-3.8825, -0.6936, -0.4093], [-2.9292, -1.1873, 1.0697], [-2.6831, -1.9995, -0.3353], [-3.4554, 1.6409, -0.4455], [-1.8109, 2.0224, -0.7785], [-3.0858, 0.9809, 1.7575], [-2.6536, 2.6644, 1.5723], [-0.6769, 2.5455, 1.9205], [-1.1373, -0.1963, 2.7687], [-1.2070, 1.1772, 3.8005], [0.8174, -0.0057, 4.1255], [1.1391, 1.6044, 3.5099], [2.7398, -1.2694, 3.0249], [3.1971, 0.4414, 3.3809], [3.6000, -0.3555, 1.9232], [3.7014, 0.6572, 0.0557], [2.4269, -0.0153, -0.2192], [2.5118, -1.0899, -1.1146], [1.2042, -1.8319, -1.4109], [0.0467, -0.9724, -1.4132], [-0.2577, -0.4604, -2.7387], [-1.3382, -1.4098, -3.3511], [-2.5440, -1.2127, -2.5705], [-3.3488, -0.1900, -3.0401], [3.9841, 1.4569, -0.6290], [4.4516, -0.1201, 0.2006], [3.5808, 1.2449, 0.9657], [3.1453, -1.8114, -0.5986], [2.9916, -0.8432, -2.0617], [0.9927, -2.5573, -0.6253], [1.3376, -2.3346, -2.3688], [-0.8032, -1.4370, -1.1269], [0.6485, -0.3453, -3.3333], [-0.5687, 0.5743, -2.5947], [-1.0422, -2.4579, -3.3961], [-1.6328, -1.0737, -4.3452], [-4.3052, -0.1792, -2.5175], [-3.5395, -0.0577, -4.1051], [-2.8602, 0.7093, -2.6649]]}

***

Entry 3:
{"formula": "C18H44O12S2", "method": "wB97M-V/def2-TZVPD", "e_above_lowest_kcal_mol": 13.6, "e_lumo_ev": 0.4, "smiles": "CCOS(C)(=O)=O.CCOS(C)(=O)=O.COCCOCCOC.COCCOCCOC", "charge": 0, "species": ["C", "C", "O", "S", "C", "O", "O", "H", "H", "H", "H", "H", "H", "H", "H", "C", "C", "O", "S", "C", "O", "O", "H", "H", "H", "H", "H", "H", "H", "H", "C", "O", "C", "C", "O", "C", "C", "O", "C", "H", "H", "H", "H", "H", "H", "H", "H", "H", "H", "H", "H", "H", "H", "C", "O", "C", "C", "O", "C", "C", "O", "C", "H", "H", "H", "H", "H", "H", "H", "H", "H", "H", "H", "H", "H", "H"], "positions_angstrom": [[10.1187, -4.6474, -3.1093], [9.4882, -6.0193, -3.1954], [8.0838, -5.8512, -3.0004], [7.3749, -7.0208, -1.9169], [7.2664, -5.8119, -0.5379], [6.0122, -7.2998, -2.3879], [8.3736, -8.0157, -1.4838], [11.2007, -4.5195, -3.1409], [9.9130, -4.2699, -2.1076], [9.7664, -3.9566, -3.8754], [9.6277, -6.5221, -4.1523], [10.0136, -6.6506, -2.4788], [8.2188, -5.2863, -0.4689], [7.1645, -6.3541, 0.4021], [6.4113, -5.1830, -0.7857], [-8.3439, -0.0419, -1.4271], [-8.7407, 1.4590, -1.3727], [-8.6893, 2.0786, -2.6428], [-7.8243, 3.5264, -2.7469], [-9.0267, 4.5664, -1.8721], [-6.6254, 3.3426, -1.9900], [-7.7699, 3.9588, -4.1426], [-7.5431, -0.1696, -2.1554], [-9.1196, -0.7759, -1.6454], [-8.0901, -0.3486, -0.4124], [-9.7513, 1.5431, -0.9731], [-7.9967, 1.9225, -0.7249], [-9.0931, 4.1586, -0.8635], [-9.9882, 4.4360, -2.3689], [-8.6857, 5.6016, -1.8791], [3.4254, 2.8439, -4.6111], [3.7450, 1.4382, -4.4922], [2.5951, 0.6156, -4.2117], [2.8486, -0.9049, -4.1149], [1.7601, -1.7639, -4.5713], [0.4563, -1.5925, -4.1199], [0.3043, -1.7605, -2.6137], [0.6666, -0.5785, -1.8396], [-0.4286, 0.4041, -1.5960], [2.7906, 3.0810, -5.4648], [4.3531, 3.3558, -4.8671], [3.0169, 3.1296, -3.6418], [1.8173, 0.6988, -4.9707], [2.0843, 0.8861, -3.2875], [3.1229, -1.1913, -3.0995], [3.6981, -1.1492, -4.7528], [-0.1545, -2.3848, -4.5529], [0.2166, -0.6072, -4.5196], [0.9815, -2.5529, -2.2949], [-0.7191, -2.0517, -2.3773], [-0.9036, 0.8213, -2.4839], [-0.0174, 1.2494, -1.0442], [-1.1379, -0.0230, -0.8871], [1.1945, 5.2592, 6.0454], [0.0192, 4.9557, 6.8091], [-1.0963, 4.5197, 6.1547], [-1.1992, 3.0686, 5.7498], [-2.1878, 2.4720, 6.6262], [-1.9604, 1.1355, 6.8323], [-3.2378, 0.4098, 6.9640], [-3.1805, -0.9893, 6.6307], [-3.3521, -1.2342, 5.2466], [2.0457, 5.3434, 6.7209], [0.9628, 6.1746, 5.5010], [1.4085, 4.4316, 5.3690], [-0.9780, 5.0536, 5.2117], [-2.0599, 4.8925, 6.5020], [-0.2317, 2.5688, 5.7019], [-1.5826, 2.8891, 4.7453], [-1.4445, 1.1012, 7.7918], [-1.4763, 0.6819, 5.9675], [-4.1377, 0.9108, 6.6072], [-3.3819, 0.5144, 8.0393], [-2.6267, -0.7727, 4.5765], [-4.3551, -0.8891, 4.9953], [-3.4094, -2.3102, 5.0825]]}

***

| no. | DFT total energy (eV) |
| --- | --- |
| 1 | -33456.2679 |
| 2 | -35039.6339 |
| 3 | -65611.9951 |